A cluster of 11 separate species, C60H61F8N3 in total in a non-equilibrium geometry. Source: the Open Molecules 2025 dataset; level of theory: ωB97M-V/def2-TZVPD.

SMILES: Fc1ccccc1.Fc1ccccc1.Fc1ccccc1.Fc1ccccc1.Fc1ccccc1.Fc1ccccc1.Fc1ccccc1.Fc1ccccc1.CCCC#N.CCCC#N.CCCC#N
Kohn-Sham gap: 9.5742 eV

Last columns: bonded neighbours and bond lengths (Å).
Geometry (Å):
1 C -3.81041 -2.00269 2.24713  C2 1.521, H6 1.091, H7 1.092, H8 1.094
2 C -4.06218 -2.16358 3.73873  C1 1.521, C3 1.521, H9 1.093, H10 1.093
3 C -4.46945 -3.57359 4.13643  C2 1.521, C4 1.470, H11 1.094, H12 1.096
4 C -3.53943 -4.62758 3.70561  C3 1.470, N5 1.148
5 N -2.75457 -5.40874 3.40452  C4 1.148
6 H -4.72259 -2.05295 1.65065  C1 1.091
7 H -3.07949 -2.71026 1.85150  C1 1.092
8 H -3.38361 -1.01212 2.06665  C1 1.094
9 H -4.80760 -1.42473 4.04274  C2 1.093
10 H -3.18016 -1.83953 4.29614  C2 1.093
11 H -5.47536 -3.87214 3.82624  C3 1.094
12 H -4.58052 -3.63658 5.22452  C3 1.096
13 C -1.66761 3.75680 -1.51603  C14 1.517, H18 1.094, H19 1.094, H20 1.091
14 C -0.31762 4.05310 -0.89171  C13 1.517, C15 1.531, H21 1.093, H22 1.095
15 C 0.88386 3.34058 -1.51811  C14 1.531, C16 1.465, H23 1.094, H24 1.090
16 C 0.88273 3.41012 -2.98107  C15 1.465, N17 1.146
17 N 0.83699 3.50259 -4.12223  C16 1.146
18 H -1.93778 2.70904 -1.35183  C13 1.094
19 H -1.78030 3.88503 -2.59670  C13 1.094
20 H -2.47377 4.39863 -1.15834  C13 1.091
21 H -0.32445 3.76498 0.16248  C14 1.093
22 H -0.19587 5.14079 -0.87554  C14 1.095
23 H 0.83646 2.29960 -1.18432  C15 1.094
24 H 1.81188 3.74707 -1.11582  C15 1.090
25 C -1.62986 0.74622 -4.61724  C26 1.527, H30 1.097, H31 1.092, H32 1.092
26 C -2.54643 1.22798 -5.73987  C25 1.527, C27 1.511, H33 1.096, H34 1.088
27 C -3.09704 2.60514 -5.45146  C26 1.511, C28 1.468, H35 1.091, H36 1.095
28 C -3.82351 2.68722 -4.17829  C27 1.468, N29 1.148
29 N -4.34921 2.77735 -3.16178  C28 1.148
30 H -0.87118 1.51157 -4.41384  C25 1.097
31 H -1.02919 -0.13537 -4.85124  C25 1.092
32 H -2.12564 0.49150 -3.67854  C25 1.092
33 H -3.31311 0.44510 -5.75304  C26 1.096
34 H -2.00962 1.17590 -6.68472  C26 1.088
35 H -3.73486 3.00182 -6.24336  C27 1.091
36 H -2.26940 3.31935 -5.38086  C27 1.095
37 F 4.50570 0.24360 3.34550  C38 1.344
38 C 4.52352 1.07670 2.29150  F37 1.344, C39 1.376, C43 1.393
39 C 5.14790 0.65453 1.13990  C38 1.376, C40 1.390, H44 1.083
40 C 5.13133 1.45977 0.00758  C39 1.390, C41 1.382, H45 1.082
41 C 4.50629 2.69280 0.01058  C40 1.382, C42 1.393, H46 1.081
42 C 3.81070 3.07269 1.15554  C41 1.393, C43 1.387, H47 1.083
43 C 3.86689 2.30552 2.30982  C38 1.393, C42 1.387, H48 1.083
44 H 5.58908 -0.33411 1.10554  C39 1.083
45 H 5.64593 1.06735 -0.85970  C40 1.082
46 H 4.54488 3.31838 -0.87018  C41 1.081
47 H 3.30218 4.02739 1.10163  C42 1.083
48 H 3.35786 2.66785 3.19423  C43 1.083
49 F -1.66668 0.39175 4.48011  C50 1.351
50 C -0.89852 1.21725 5.22395  F49 1.351, C51 1.384, C55 1.386
51 C -1.44513 1.93512 6.27352  C50 1.384, C52 1.390, H56 1.082
52 C -0.63400 2.79805 7.00205  C51 1.390, C53 1.385, H57 1.081
53 C 0.70913 2.91717 6.68647  C52 1.385, C54 1.400, H58 1.082
54 C 1.23378 2.21341 5.59584  C53 1.400, C55 1.384, H59 1.081
55 C 0.43907 1.33407 4.88139  C50 1.386, C54 1.384, H60 1.083
56 H -2.49998 1.84125 6.49680  C51 1.082
57 H -1.09362 3.32930 7.82424  C52 1.081
58 H 1.40807 3.60061 7.14946  C53 1.082
59 H 2.26552 2.40050 5.33192  C54 1.081
60 H 0.80909 0.68648 4.09628  C55 1.083
61 F -5.49430 5.88038 2.86135  C62 1.341
62 C -4.92208 4.73067 2.47413  F61 1.341, C63 1.371, C67 1.385
63 C -5.09623 4.27247 1.19426  C62 1.371, C64 1.399, H68 1.083
64 C -4.60899 3.01462 0.82224  C63 1.399, C65 1.386, H69 1.083
65 C -3.97303 2.21193 1.75619  C64 1.386, C66 1.402, H70 1.081
66 C -3.73974 2.73194 3.03749  C65 1.402, C67 1.380, H71 1.082
67 C -4.23038 3.96966 3.40152  C62 1.385, C66 1.380, H72 1.083
68 H -5.67163 4.84070 0.47405  C63 1.083
69 H -4.79244 2.74882 -0.21117  C64 1.083
70 H -3.66236 1.21258 1.48726  C65 1.081
71 H -3.29955 2.07767 3.77812  C66 1.082
72 H -4.17298 4.33617 4.41938  C67 1.083
73 F -0.30386 -2.39069 6.61171  C74 1.348
74 C 0.25004 -2.45049 5.38411  F73 1.348, C75 1.396, C79 1.379
75 C 1.55847 -1.98343 5.24695  C74 1.396, C76 1.382, H80 1.082
76 C 2.09410 -1.86988 3.97792  C75 1.382, C77 1.392, H81 1.079
77 C 1.39112 -2.40144 2.90106  C76 1.392, C78 1.381, H82 1.082
78 C 0.14823 -2.97869 3.06887  C77 1.381, C79 1.401, H83 1.082
79 C -0.45498 -2.99993 4.33355  C74 1.379, C78 1.401, H84 1.078
80 H 2.07757 -1.56093 6.09755  C75 1.082
81 H 3.04189 -1.38374 3.80524  C76 1.079
82 H 1.79451 -2.27698 1.90488  C77 1.082
83 H -0.34873 -3.35761 2.18508  C78 1.082
84 H -1.39374 -3.51495 4.45552  C79 1.078
85 F 0.27641 -3.37777 -0.62266  C86 1.355
86 C 1.04660 -4.48588 -0.74415  F85 1.355, C87 1.383, C91 1.380
87 C 0.61920 -5.52025 -1.55693  C86 1.383, C88 1.388, H92 1.083
88 C 1.33016 -6.71198 -1.59390  C87 1.388, C89 1.385, H93 1.080
89 C 2.53359 -6.78283 -0.91190  C88 1.385, C90 1.398, H94 1.083
90 C 3.00912 -5.69955 -0.16789  C89 1.398, C91 1.384, H95 1.081
91 C 2.24541 -4.54965 -0.06352  C86 1.380, C90 1.384, H96 1.081
92 H -0.32355 -5.41816 -2.08030  C87 1.083
93 H 0.94040 -7.54956 -2.15407  C88 1.080
94 H 3.16212 -7.66426 -0.94073  C89 1.083
95 H 3.97304 -5.83552 0.30119  C90 1.081
96 H 2.61032 -3.74035 0.55308  C91 1.081
97 F 1.51504 -0.75947 -2.38117  C98 1.342
98 C 0.81189 -0.40284 -1.29564  F97 1.342, C99 1.380, C103 1.373
99 C 1.48331 0.11867 -0.20912  C98 1.380, C100 1.403, H104 1.085
100 C 0.78596 0.39265 0.97733  C99 1.403, C101 1.387, H105 1.081
101 C -0.59007 0.21941 1.00626  C100 1.387, C102 1.401, H106 1.081
102 C -1.23411 -0.28725 -0.13069  C101 1.401, C103 1.380, H107 1.084
103 C -0.54709 -0.59681 -1.28639  C98 1.373, C102 1.380, H108 1.082
104 H 2.55859 0.24249 -0.27878  C99 1.085
105 H 1.39018 0.76770 1.79165  C100 1.081
106 H -1.20836 0.46917 1.85763  C101 1.081
107 H -2.31595 -0.32903 -0.08394  C102 1.084
108 H -1.04214 -1.03735 -2.14163  C103 1.082
109 F 1.78576 -3.61459 -5.47223  C110 1.339
110 C 0.49924 -3.24357 -5.43649  F109 1.339, C111 1.393, C115 1.387
111 C -0.22262 -3.16822 -6.62603  C110 1.393, C112 1.393, H116 1.081
112 C -1.58706 -2.89710 -6.55597  C111 1.393, C113 1.388, H117 1.081
113 C -2.19226 -2.72850 -5.31846  C112 1.388, C114 1.382, H118 1.085
114 C -1.48453 -2.86293 -4.13896  C113 1.382, C115 1.386, H119 1.082
115 C -0.11389 -3.05498 -4.20724  C110 1.387, C114 1.386, H120 1.083
116 H 0.28042 -3.31823 -7.57093  C111 1.081
117 H -2.12595 -2.76875 -7.48443  C112 1.081
118 H -3.27192 -2.67838 -5.22518  C113 1.085
119 H -1.99247 -2.91003 -3.18478  C114 1.082
120 H 0.48111 -3.18999 -3.31186  C115 1.083
121 F 7.58294 1.31223 -4.57465  C122 1.347
122 C 6.28912 1.27867 -4.20030  F121 1.347, C123 1.374, C127 1.393
123 C 5.76881 0.17649 -3.56508  C122 1.374, C124 1.392, H128 1.086
124 C 4.43171 0.12464 -3.18304  C123 1.392, C125 1.383, H129 1.080
125 C 3.70513 1.29727 -3.27685  C124 1.383, C126 1.397, H130 1.084
126 C 4.24342 2.46417 -3.82492  C125 1.397, C127 1.380, H131 1.081
127 C 5.51519 2.42557 -4.36003  C122 1.393, C126 1.380, H132 1.084
128 H 6.43454 -0.66713 -3.40703  C123 1.086
129 H 4.02674 -0.73801 -2.67508  C124 1.080
130 H 2.67558 1.31581 -2.93928  C125 1.084
131 H 3.62161 3.34720 -3.88044  C126 1.081
132 H 5.97933 3.32283 -4.75310  C127 1.084

Mulliken population analysis, charges in e, atoms 1 to 5: number 1, C, carries -0.517; number 2, C, carries 0.046; number 3, C, carries -0.757; number 4, C, carries 0.330; number 5, N, carries -0.492